Molecular formula: H3N3OS
Method: DFT, ωB97M-V/def2-TZVPD

```
! RIJCOSX wB97M-V def2-TZVPD def2/J DEFGRID3
* xyz 0 1
N 0.652 -1.505 0.083
N 0.862 -0.394 -0.201
N -1.005 0.642 0.203
O 1.601 0.392 -0.708
S -2.288 -0.216 -0.317
H 1.292 -2.326 0.125
H -0.584 0.396 1.152
H -1.035 1.611 0.017
*
```

DFT total energy: -17396.174 eV
ΔE to the lowest compared entry with this formula, charge and spin: 124.5 kcal/mol
E_HOMO (spin up / spin down): -8.37 / -8.27 eV
lowest unoccupied orbital energy (spin up / spin down): -0.30 / -0.72 eV
Kohn-Sham gap (spin up / spin down): 8.063 / 7.548 eV

Molecular formula: H3NO2S
Method: DFT, ωB97M-V/def2-TZVPD

```
! RIJCOSX wB97M-V def2-TZVPD def2/J DEFGRID3
* xyz 0 1
N 0.244 -0.867 -0.448
O 1.521 1.055 0.610
O 0.020 1.487 -1.348
S 0.303 0.805 -0.110
H -0.530 -1.144 -1.038
H 0.321 -1.458 0.371
H -1.880 0.122 1.963
*
```

DFT total energy: -16464.622 eV
ΔE to the lowest compared entry with this formula, charge and spin: 93.6 kcal/mol
E_HOMO (spin up / spin down): -11.43 / -9.74 eV
lowest unoccupied orbital energy (spin up / spin down): -2.03 / -0.63 eV
Kohn-Sham gap (spin up / spin down): 9.397 / 9.104 eV